52
Properties=species:S:1:pos:R:3:forces:R:3 method="wB97M-V/def2-TZVPD" molar_mass_g_mol=1014.2 lumo_energy_ev="-14.30 / -16.93" total_charge=+4 multiplicity=3 energy_ha=-2932.35069
C 2.668 1.586 -1.447 0.656 -0.241 -0.247
C 2.987 2.111 -0.057 -0.347 0.194 0.209
O 1.386 -0.443 2.153 -1.214 1.968 -2.391
H 2.433 3.544 -2.354 0.223 -0.040 -0.042
O -1.574 -3.132 -3.872 2.258 4.192 1.592
C 1.513 -3.112 2.631 0.077 0.052 -0.191
C -4.311 1.088 -2.540 0.359 0.489 -0.733
H 2.714 2.230 -3.510 0.199 0.138 0.047
O 1.583 -2.137 -4.592 -3.253 2.254 3.182
H -0.601 -0.312 4.209 0.140 -0.189 0.103
I -0.114 3.237 2.583 -0.479 0.414 -1.359
H 3.315 -2.029 4.508 -0.052 0.169 -0.010
H 4.403 0.363 -1.706 -0.258 -0.141 -0.072
C -1.037 -1.868 0.615 -0.523 -3.730 -1.077
H 2.421 -3.114 2.011 -0.150 -0.079 0.207
C -4.105 1.441 -0.052 0.273 0.435 0.096
H -3.897 2.509 -0.199 -0.311 -0.238 0.092
H 4.063 2.841 -2.519 -0.137 -0.080 0.028
Au -0.324 -0.524 -2.712 -0.020 2.717 1.828
H 4.069 2.302 0.014 -0.309 -0.073 0.006
H 2.712 1.393 0.726 0.188 -0.114 -0.008
Bi -0.217 0.715 0.794 1.486 0.424 1.185
C 3.311 0.242 -1.737 0.126 -0.118 0.077
H 3.222 -0.288 4.109 0.042 -0.165 0.147
I -1.305 4.270 0.226 0.684 -0.199 1.377
C -3.874 -0.852 -1.047 0.094 -0.348 -0.048
C 0.902 -1.548 -3.865 7.354 -2.641 -5.241
H -5.397 0.979 -2.434 0.137 0.001 0.086
H -5.189 1.285 0.068 0.374 0.109 0.000
H -3.979 0.479 -3.386 -0.185 0.084 0.005
S 0.827 1.408 -1.606 0.386 0.001 1.091
C -0.221 -1.343 4.205 -0.208 -0.083 -0.073
C -1.137 -2.149 -3.444 -5.918 -6.896 -1.941
H 3.022 -0.111 -2.732 0.251 0.054 0.065
H 3.018 -0.509 -0.996 0.126 0.037 -0.004
H 2.254 -0.953 5.457 0.114 -0.023 -0.203
H -4.080 2.139 -2.751 -0.245 -0.126 -0.059
C -3.641 0.630 -1.251 -0.265 -0.494 0.120
O -1.214 -2.954 0.310 0.414 3.050 0.900
H -4.957 -1.008 -0.958 0.224 -0.065 0.024
H 2.459 3.052 0.146 0.213 -0.050 -0.098
H 0.659 -3.384 2.003 0.176 -0.078 0.223
S -1.846 0.980 -1.518 -1.943 0.096 0.145
H 1.627 -3.852 3.433 -0.068 0.140 -0.131
H -0.976 -2.013 3.780 0.039 0.106 0.133
C 2.991 2.617 -2.523 -0.329 0.181 -0.316
P 1.324 -1.462 3.300 0.140 -1.290 1.457
H -3.601 1.119 0.869 -0.183 -0.012 -0.016
H -3.394 -1.223 -0.139 -0.189 -0.001 0.044
H -3.517 -1.434 -1.901 -0.140 -0.045 0.030
C 2.654 -1.158 4.457 0.179 0.238 -0.030
H -0.030 -1.644 5.243 -0.206 0.017 -0.211